ORCA calculation (ωB97M-V/def2-TZVPD) on a 11-piece molecular cluster, C29H55Cl4N2O14 overall.

The value obtained for the energy is -112687.251 eV. Its net charge is -3. The frontier orbital gap comes out at 0.94 eV. The calculation puts the molar mass at 797.6 u.

Cartesian coordinates (Å):
1 C -1.77 0.58 1.81
2 C -1.29 1.49 0.66
3 N 0.21 1.38 0.46
4 C 1.24 1.74 1.31
5 C 2.45 1.35 0.61
6 N 2.06 0.69 -0.52
7 C 0.75 0.77 -0.66
8 C 2.83 0.08 -1.45
9 H -1.13 0.59 2.69
10 H -1.85 -0.45 1.44
11 H -2.76 0.84 2.20
12 H -1.43 2.50 1.06
13 H -1.79 1.56 -0.30
14 H 1.08 2.27 2.24
15 H 3.47 1.61 0.84
16 H 0.06 0.34 -1.37
17 H 2.44 0.26 -2.45
18 H 2.72 -0.99 -1.27
19 H 3.88 0.35 -1.35
20 C 4.11 -1.84 -11.42
21 C 5.03 -0.83 -11.38
22 C 4.91 0.37 -10.49
23 O 5.82 1.31 -10.39
24 C 3.84 0.50 -9.65
25 C 2.83 -0.54 -9.62
26 C 3.00 -1.84 -10.50
27 O 2.20 -2.71 -10.40
28 O 1.85 -0.49 -8.88
29 O 6.01 -1.11 -12.17
30 H 4.16 -2.79 -11.92
31 H 3.90 1.26 -8.89
32 Cl 1.95 -5.73 -4.94
33 Cl -3.91 -2.29 -4.64
34 C -8.55 6.75 3.01
35 C -7.15 6.92 2.70
36 C -6.38 6.82 4.06
37 O -7.31 7.11 5.07
38 C -8.59 7.40 4.46
39 H -9.00 5.77 2.96
40 H -9.24 7.30 2.37
41 H -6.97 7.86 2.16
42 H -6.68 6.21 2.03
43 H -5.67 7.64 4.04
44 H -5.70 5.97 4.18
45 H -8.77 8.47 4.34
46 H -9.47 7.01 4.98
47 C -1.30 3.12 9.90
48 C -0.21 2.11 9.49
49 C -0.71 0.76 10.10
50 O -1.88 1.09 10.95
51 C -2.50 2.20 10.35
52 H -1.58 3.58 8.95
53 H -0.85 3.88 10.54
54 H 0.78 2.35 9.87
55 H -0.18 2.04 8.40
56 H 0.09 0.37 10.73
57 H -1.10 -0.05 9.48
58 H -3.26 2.74 10.92
59 H -3.06 1.82 9.50
60 C -8.68 -1.49 -0.77
61 C -9.73 -2.19 -1.65
62 O -9.13 -3.18 -2.50
63 O -8.11 -0.46 -1.49
64 H -7.89 -2.16 -0.44
65 H -9.13 -1.15 0.16
66 H -10.22 -1.44 -2.27
67 H -10.52 -2.80 -1.20
68 H -8.47 -2.63 -2.94
69 H -7.43 -0.94 -1.98
70 C 9.36 -2.33 1.68
71 C 8.83 -3.75 1.57
72 O 8.86 -4.03 0.21
73 O 8.94 -1.26 0.85
74 H 10.41 -2.43 1.38
75 H 9.47 -2.18 2.75
76 H 7.81 -3.81 1.97
77 H 9.48 -4.40 2.16
78 H 8.77 -4.98 0.10
79 H 9.36 -1.39 -0.01
80 C -4.20 -7.84 -0.40
81 C -5.54 -8.53 -0.72
82 O -6.09 -8.18 -1.99
83 O -4.34 -6.43 -0.44
84 H -3.45 -8.24 -1.09
85 H -3.94 -8.22 0.59
86 H -6.31 -8.31 0.02
87 H -5.31 -9.59 -0.63
88 H -6.41 -7.27 -1.97
89 H -4.48 -6.16 -1.35
90 C 7.98 -3.63 -5.99
91 C 9.04 -2.59 -6.30
92 O 9.60 -1.90 -5.23
93 O 8.55 -4.91 -6.09
94 H 7.08 -3.54 -6.60
95 H 7.67 -3.54 -4.96
96 H 8.61 -1.76 -6.86
97 H 9.81 -2.96 -6.97
98 H 10.41 -2.32 -4.96
99 H 7.74 -5.40 -5.94
100 C 4.07 8.70 4.96
101 Cl 2.45 8.95 4.17
102 Cl 4.63 7.09 4.39
103 H 4.72 9.46 4.52
104 H 4.10 8.69 6.05

Atom charges from the Löwdin analysis, given in e for atoms 1 to 6: -0.07 -0.14 -0.05 0.00 0.01 -0.15

---

ORCA calculation (ωB97M-V/def2-TZVPD) on C19H36Cl2N5O9P as an isolated structure.

The value obtained for the energy is -80491.473 eV. The frontier orbital gap comes out at 6.82 eV. The calculation puts the molar mass at 580.4 u.

Cartesian coordinates (Å):
1 O 2.50 1.04 6.51
2 C 1.64 0.61 5.81
3 O 0.98 -0.58 6.03
4 C -0.27 -0.52 5.38
5 O -0.97 -1.47 5.33
6 C -0.36 0.80 4.67
7 P -1.76 1.64 3.80
8 O -2.62 2.07 5.15
9 Cl -2.92 0.08 3.19
10 C 0.89 1.33 4.71
11 Cl 1.52 2.66 3.88
12 H -2.05 2.44 5.84
13 C -0.55 1.84 -0.26
14 O -1.42 2.21 0.51
15 N -0.25 0.56 -0.51
16 C 0.79 0.16 -1.44
17 C -0.99 -0.48 0.18
18 H 0.09 2.55 -0.81
19 H 0.38 -0.46 -2.24
20 H 1.55 -0.42 -0.92
21 H 1.26 1.03 -1.90
22 H -2.05 -0.41 -0.04
23 H -0.86 -0.39 1.26
24 H -0.61 -1.45 -0.15
25 C 3.78 0.82 -4.12
26 O 2.64 1.07 -3.77
27 N 4.29 -0.42 -3.99
28 C 5.62 -0.78 -4.43
29 C 3.43 -1.39 -3.35
30 H 4.47 1.57 -4.55
31 H 5.58 -1.57 -5.18
32 H 6.23 -1.12 -3.59
33 H 6.11 0.09 -4.87
34 H 2.50 -1.52 -3.90
35 H 3.18 -1.04 -2.34
36 H 3.94 -2.34 -3.27
37 C -1.28 -2.76 0.56
38 O -0.55 -3.57 0.02
39 N -1.20 -2.40 1.86
40 C -2.09 -1.42 2.45
41 C -0.17 -3.02 2.68
42 H -2.09 -2.23 0.02
43 H -1.53 -0.57 2.84
44 H -2.66 -1.86 3.27
45 H -2.78 -1.07 1.69
46 H 0.82 -2.82 2.27
47 H -0.31 -4.11 2.71
48 H -0.24 -2.62 3.69
49 C -0.66 -3.25 -3.62
50 O 0.52 -2.98 -3.73
51 N -1.17 -4.50 -3.65
52 C -2.58 -4.76 -3.52
53 C -0.25 -5.61 -3.80
54 H -1.43 -2.47 -3.49
55 H -2.78 -5.37 -2.64
56 H -2.97 -5.27 -4.40
57 H -3.12 -3.81 -3.41
58 H 0.47 -5.61 -2.98
59 H 0.31 -5.53 -4.73
60 H -0.81 -6.54 -3.79
61 C 0.08 6.44 1.07
62 O 0.81 5.64 1.62
63 N -1.26 6.38 1.05
64 C -2.07 7.38 0.38
65 C -1.92 5.29 1.74
66 H 0.48 7.32 0.52
67 H -2.73 7.88 1.08
68 H -2.67 6.92 -0.41
69 H -1.42 8.12 -0.08
70 H -1.67 5.30 2.80
71 H -1.61 4.33 1.33
72 H -3.00 5.39 1.63

Atom charges from the Löwdin analysis, given in e for atoms 1 to 6: 0.19 -0.44 0.14 -0.40 0.15 -0.29

---

ORCA calculation (ωB97M-V/def2-TZVPD) on a 2-piece molecular cluster, C2H9NO overall.

As for the SMILES: COC.N. The value obtained for the energy is -5756.716 eV. The frontier orbital gap comes out at 10.71 eV. The calculation puts the molar mass at 63.1 u. As for the energy above the lowest of the compared OMol25 structures with the same formula, charge and spin: 18.6 kcal per mole.

Cartesian coordinates (Å):
1 C 0.20 0.63 -1.21
2 O -0.55 -0.16 -0.31
3 C -0.96 -1.41 -0.80
4 H 0.42 1.55 -0.68
5 H 1.08 0.08 -1.54
6 H -0.41 0.89 -2.08
7 H -0.16 -2.15 -0.70
8 H -1.86 -1.68 -0.26
9 H -1.26 -1.35 -1.85
10 N 1.12 0.90 2.29
11 H 0.93 -0.09 2.19
12 H 1.54 1.21 1.43
13 H 0.23 1.39 2.29

Atom charges from the natural (NBO) analysis, given in e for atoms 1 to 6: -0.25 -0.55 -0.25 0.19 0.17 0.17

---

ORCA calculation (ωB97M-V/def2-TZVPD) on a 4-piece molecular cluster, C18H42BrNO7S overall.

As for the SMILES: CCCCN[C@@]1(Br)COS(=O)(=O)O1.CCOCC.CCOCC.CCOCC. The value obtained for the energy is -116045.151 eV. The frontier orbital gap comes out at 10.22 eV. The calculation puts the molar mass at 496.5 u. As for the energy above the lowest of the compared OMol25 structures with the same formula, charge and spin: 4.0 kcal per mole.

Cartesian coordinates (Å):
1 C 4.99 -1.60 -3.41
2 C 4.48 -0.42 -4.24
3 C 3.79 0.64 -3.39
4 C 2.45 0.19 -2.78
5 N 1.70 -0.65 -3.74
6 C 0.51 -1.27 -3.25
7 Br 0.70 -2.04 -1.49
8 C -0.84 -0.49 -3.35
9 O -1.65 -1.10 -4.36
10 S -0.68 -1.96 -5.30
11 O 0.00 -1.04 -6.14
12 O -1.32 -3.10 -5.83
13 O 0.24 -2.44 -4.11
14 H 4.37 -1.80 -2.54
15 H 5.02 -2.50 -4.03
16 H 6.01 -1.41 -3.10
17 H 5.34 0.06 -4.71
18 H 3.85 -0.77 -5.06
19 H 3.67 1.58 -3.92
20 H 4.45 0.85 -2.55
21 H 1.87 1.08 -2.53
22 H 2.67 -0.38 -1.88
23 H 1.39 -0.02 -4.48
24 H -0.72 0.57 -3.54
25 H -1.39 -0.64 -2.43
26 C 2.27 -1.06 2.40
27 C 2.14 0.43 2.10
28 O 0.94 0.76 1.43
29 C -0.27 0.46 2.11
30 C -0.43 1.18 3.44
31 H 2.18 -1.62 1.47
32 H 3.24 -1.27 2.85
33 H 1.50 -1.41 3.09
34 H 2.93 0.73 1.42
35 H 2.26 1.02 3.02
36 H -0.38 -0.62 2.25
37 H -1.07 0.77 1.44
38 H 0.34 0.90 4.16
39 H -1.40 0.94 3.88
40 H -0.37 2.26 3.29
41 C -3.06 5.77 0.10
42 C -1.89 5.65 -0.86
43 O -0.81 4.88 -0.36
44 C -1.11 3.53 -0.03
45 C -1.61 2.70 -1.20
46 H -2.74 6.20 1.05
47 H -3.83 6.42 -0.33
48 H -3.53 4.81 0.31
49 H -1.47 6.63 -1.05
50 H -2.23 5.26 -1.83
51 H -1.82 3.49 0.80
52 H -0.17 3.11 0.33
53 H -2.55 3.08 -1.60
54 H -1.76 1.67 -0.89
55 H -0.87 2.72 -2.01
56 C -4.14 -2.97 4.45
57 C -3.19 -2.81 3.27
58 O -1.92 -2.30 3.63
59 C -1.16 -3.09 4.53
60 C -0.86 -4.49 4.04
61 H -4.27 -2.02 4.97
62 H -5.12 -3.31 4.09
63 H -3.78 -3.70 5.17
64 H -3.60 -2.07 2.58
65 H -3.10 -3.75 2.72
66 H -1.66 -3.12 5.51
67 H -0.23 -2.54 4.68
68 H -1.76 -5.08 3.89
69 H -0.23 -5.01 4.76
70 H -0.33 -4.45 3.09

Atom charges from the natural (NBO) analysis, given in e for atoms 1 to 6: -0.61 -0.40 -0.40 -0.23 -0.66 0.35

---

| no. | HOMO level (eV) |
| --- | --- |
| 1 | 1.81 |
| 2 | -8.38 |
| 3 | -9.79 |
| 4 | -9.76 |